[1]
Computed, not measured: C19H40Br19NO6P2Si as an isolated structure at a distorted geometry, with ωB97M-V/def2-TZVPD.

```
88
C19H40Br19NO6P2Si (ωB97M-V/def2-TZVPD)
O 5.14 1.74 -0.26
C 4.16 1.14 -0.78
N 3.01 0.68 -1.26
Si 1.78 1.12 -0.03
Br 2.78 0.76 2.02
P -0.04 -0.12 -0.05
O -0.61 -0.07 1.61
O -1.28 0.52 -1.04
P 1.44 3.30 -0.16
O 0.11 3.72 -0.81
O 2.70 4.08 -1.07
O 1.42 3.91 1.46
H -0.33 0.82 1.99
H -1.14 1.47 -1.29
H 2.61 3.69 -1.98
H 0.79 3.28 1.92
Br 2.79 2.56 5.23
C 4.72 2.78 4.99
C 5.05 4.14 4.43
Br 4.67 4.23 2.52
H 5.06 1.95 4.36
H 5.14 2.66 5.99
H 6.12 4.34 4.52
H 4.50 4.95 4.91
Br 8.23 0.29 1.69
C 9.35 0.48 0.11
C 8.52 0.45 -1.16
Br 7.96 -1.37 -1.59
H 10.10 -0.32 0.15
H 9.84 1.44 0.22
H 9.12 0.77 -2.01
H 7.62 1.05 -1.09
Br -4.08 4.62 -0.14
C -3.24 5.48 -1.68
C -3.37 4.62 -2.92
Br -2.12 3.13 -2.89
H -2.20 5.68 -1.41
H -3.77 6.42 -1.81
H -3.11 5.20 -3.81
H -4.37 4.20 -3.05
Br -7.91 5.81 0.27
C -9.01 4.92 -1.08
C -8.21 3.92 -1.86
Br -7.07 4.80 -3.18
H -9.45 5.70 -1.69
H -9.80 4.42 -0.51
H -8.87 3.27 -2.45
H -7.56 3.30 -1.24
Br -0.24 -5.79 2.03
C 0.33 -4.40 3.26
C -0.58 -3.20 3.19
Br -0.22 -2.12 1.59
H 1.37 -4.16 3.02
H 0.29 -4.85 4.25
H -0.40 -2.52 4.03
H -1.64 -3.46 3.16
Br -12.44 6.86 -0.63
C -13.54 5.98 -1.98
C -12.73 4.97 -2.77
Br -11.59 5.85 -4.08
H -13.98 6.76 -2.60
H -14.33 5.48 -1.41
H -13.39 4.33 -3.35
H -12.08 4.35 -2.15
Br 10.63 2.28 5.47
C 11.47 3.12 3.92
C 11.33 2.26 2.69
Br 12.57 0.76 2.72
H 12.51 3.31 4.19
H 10.95 4.07 3.80
H 11.60 2.83 1.79
H 10.33 1.85 2.56
Br -2.33 -7.75 -0.04
C -1.63 -9.32 0.87
C -1.37 -10.44 -0.09
Br -3.02 -11.33 -0.63
H -2.35 -9.58 1.65
H -0.70 -8.98 1.34
H -0.77 -11.23 0.38
H -0.87 -10.12 -1.01
Br 0.01 -11.80 -3.11
C -1.59 -11.56 -4.20
C -1.26 -11.55 -5.67
Br -0.46 -9.86 -6.22
H -2.07 -10.63 -3.86
H -2.24 -12.40 -3.95
H -2.17 -11.65 -6.27
H -0.56 -12.34 -5.96
```

[2]
Computed, not measured: C19H40CuN2O9P as an isolated structure at a distorted geometry, with ωB97M-V/def2-TZVPD.

Properties
Net charge: -2

```
72
C19H40CuN2O9P (ωB97M-V/def2-TZVPD)
Cu -1.13 0.65 0.37
C 0.39 -1.15 -3.88
C 0.88 -1.17 -2.42
C 2.36 -1.57 -2.40
C 3.36 -0.44 -2.66
C 3.07 0.72 -1.71
C 1.61 1.17 -1.77
N 0.68 0.05 -1.66
O -0.63 0.49 -1.77
C 1.42 2.05 -3.02
C 1.39 2.04 -0.52
C 0.14 -2.26 -1.64
H 0.39 -2.18 -4.24
H 1.07 -0.58 -4.53
H -0.60 -0.71 -3.93
H 2.58 -2.37 -3.12
H 2.56 -2.05 -1.43
H 3.32 -0.15 -3.71
H 4.37 -0.82 -2.48
H 3.74 1.53 -2.02
H 3.34 0.42 -0.69
H 2.11 2.90 -2.97
H 0.40 2.42 -3.09
H 1.59 1.45 -3.92
H 1.42 1.42 0.37
H 0.49 2.65 -0.50
H 2.21 2.77 -0.47
H 0.51 -2.32 -0.62
H 0.24 -3.22 -2.17
H -0.94 -2.09 -1.57
C -2.68 1.73 2.28
O -1.62 2.39 1.89
O -3.44 2.16 3.22
O -2.94 0.60 1.67
C -3.33 1.00 -3.89
O -3.63 1.59 -4.92
N -4.22 0.42 -3.06
C -3.81 -0.11 -1.78
C -5.64 0.44 -3.33
H -2.30 0.87 -3.51
H -2.73 -0.24 -1.71
H -4.24 -1.10 -1.60
H -4.12 0.50 -0.92
H -5.82 0.81 -4.34
H -6.06 -0.55 -3.16
H -6.13 1.14 -2.64
C -2.44 -1.15 5.28
C -1.88 -1.15 3.88
O -0.47 -1.53 3.97
P 0.62 -0.82 3.11
O 0.15 -0.44 1.79
O 1.19 0.39 3.94
C 0.87 1.75 3.52
C 1.80 2.66 4.30
O 1.79 -1.89 3.16
C 2.93 -1.57 2.34
C 3.61 -2.87 1.95
H -3.45 -0.75 5.25
H -2.47 -2.16 5.69
H -1.80 -0.54 5.91
H -2.34 -1.91 3.24
H -2.03 -0.21 3.33
H 1.06 1.80 2.45
H -0.19 1.95 3.70
H 1.44 3.69 4.27
H 1.85 2.36 5.35
H 2.78 2.61 3.82
H 2.53 -1.16 1.40
H 3.56 -0.82 2.81
H 3.88 -3.48 2.81
H 2.92 -3.46 1.35
H 4.48 -2.59 1.35
```

[3]
Computed, not measured: a 3-piece molecular cluster, C19H40I2N2O3 overall at a distorted geometry, with ωB97M-V/def2-TZVPD.

```
66
C19H40I2N2O3 (ωB97M-V/def2-TZVPD)
C -2.32 -5.09 5.29
C -1.40 -3.88 5.00
C -2.02 -2.87 4.02
C -2.08 -3.39 2.58
N -0.94 -2.91 1.81
C -0.81 -3.38 0.42
C -1.73 -4.55 0.10
O -2.82 -4.50 -0.43
N -1.10 -5.77 0.45
C 0.28 -5.42 0.87
C 0.54 -4.09 0.16
C 1.80 -3.29 0.51
I 2.20 -1.90 -1.08
C 2.99 -4.18 0.85
C 3.62 -4.94 -0.31
I 4.52 -3.02 1.84
H -2.09 -5.95 4.66
H -3.37 -4.82 5.11
H -2.23 -5.40 6.34
H -1.19 -3.37 5.94
H -0.44 -4.23 4.61
H -1.41 -1.96 4.02
H -3.01 -2.59 4.37
H -2.14 -4.49 2.60
H -2.99 -3.04 2.08
H -0.08 -3.06 2.33
H -0.95 -2.54 -0.26
H -1.11 -6.35 -0.39
H 0.98 -6.23 0.65
H 0.25 -5.27 1.95
H 0.52 -4.32 -0.92
H 1.60 -2.62 1.35
H 2.66 -4.90 1.60
H 2.88 -5.61 -0.77
H 4.44 -5.57 0.05
H 4.01 -4.27 -1.07
C 0.15 2.05 -0.92
C 1.03 3.08 -0.23
O 2.42 2.89 -0.44
C 2.85 2.90 -1.79
C 2.53 4.19 -2.54
H 0.42 1.05 -0.60
H -0.90 2.23 -0.66
H 0.23 2.09 -2.00
H 0.90 3.02 0.85
H 0.73 4.10 -0.53
H 2.44 2.04 -2.34
H 3.93 2.76 -1.74
H 1.46 4.36 -2.65
H 2.96 4.14 -3.54
H 2.97 5.05 -2.02
C -2.08 8.33 -4.03
C -1.49 6.96 -4.31
O -0.32 6.67 -3.57
C -0.45 6.68 -2.16
C -1.45 5.67 -1.62
H -1.34 9.11 -4.23
H -2.94 8.51 -4.68
H -2.42 8.44 -3.00
H -1.19 6.89 -5.35
H -2.25 6.18 -4.15
H -0.68 7.69 -1.80
H 0.55 6.44 -1.80
H -2.47 5.89 -1.94
H -1.44 5.69 -0.53
H -1.20 4.67 -1.95
```

Orbital gap values (in eV) by entry order: 7.41 4.43 9.37.
HOMO energy values (in eV) by entry order: -8.318 0.015 -9.091.